A molecular structure, C2H2O2 at a distorted geometry, computed with wB97M-V/def2-TZVPD.

Last column: natural (NBO) charge in e.
Positions of all 6 atoms, in Å:
C (0.627, -1.455, 0.440)  -0.291
C (-0.161, -0.533, 0.175)  0.343
O (-0.399, 1.915, -0.353)  -0.465
O (-0.981, 0.325, 0.075)  -0.269
H (1.049, -2.416, 0.335)  0.238
H (-0.661, 1.890, -1.228)  0.444

- LUMO (alpha / beta): -2.2 / -2.2 eV
- Charge: 0
- Relative energy (zero: lowest compared OMol25 entry of this formula, charge and spin): 120.3 kcal/mol
- Energy: -6194.836 eV
- Frontier orbital gap (alpha / beta): 0.282 / 0.282 hartree